Record 1
C21H44N5O6 | wB97M-V/def2-TZVPD

## Properties
Kohn-Sham gap in eV: 5.3
Lowest unoccupied orbital energy in eV: -5.140
E_HOMO in eV: -10.462
Charge: +1

Atoms and positions in Å:
N -2.562905 -1.281452 -4.320053
O -3.495801 -1.291810 -3.335852
C -2.867963 -1.682805 -2.061477
O -1.851163 -2.586094 -2.038954
C -3.310309 -1.066175 -0.576920
C -2.609220 0.364056 -0.152466
C -2.989577 0.971276 1.323444
N -3.952377 0.245094 2.257612
C -4.184662 0.890206 3.617175
C -3.082856 -0.088456 4.621610
C -1.412360 0.362616 4.479406
O -2.080635 -0.995584 3.836496
C -4.659253 -1.073158 1.892161
C -4.375696 -1.796039 0.446926
H -1.690941 -0.809639 -3.989315
H -2.398336 -2.268783 -4.620295
H -1.837256 0.902804 -0.869351
H -2.471193 2.004747 1.616257
H -3.777634 1.983383 3.709557
H -5.254381 0.718689 4.059423
H -3.493694 -0.447494 5.751274
H -1.094845 1.038003 3.547850
H -0.623177 -0.359394 5.002921
H -5.374998 -1.499823 2.742818
H -4.895013 -2.833134 0.177813
C -0.095724 -2.534398 -7.344748
C 0.475799 -1.379264 -6.526446
C 1.986256 -1.141254 -6.761725
O 2.840583 -2.089036 -6.115752
C 2.982031 -3.319087 -6.809287
N 0.181682 -1.608981 -5.104284
H 0.164262 -3.513168 -6.932516
H -1.190498 -2.480952 -7.364194
H 0.255909 -2.494210 -8.380969
H -0.050734 -0.470336 -6.842161
H 2.244329 -0.168473 -6.326136
H 2.221571 -1.072780 -7.830741
H 2.964458 -3.186525 -7.895101
H 2.202705 -4.015871 -6.495001
H 3.945267 -3.757599 -6.529260
H 0.472248 -0.787959 -4.573481
H 0.816055 -2.344817 -4.777751
C -1.893697 5.391014 6.691845
C -3.222284 4.714498 7.020135
C -3.284722 4.134637 8.453086
O -2.561108 2.913402 8.627479
C -1.164389 3.081020 8.814830
N -3.496499 3.682851 6.009029
H -1.095678 4.674121 6.480310
H -1.997751 6.019594 5.799754
H -1.566635 6.035578 7.514392
H -4.001422 5.482837 6.944899
H -4.331314 3.889553 8.670393
H -2.979748 4.876181 9.201389
H -0.928043 3.990563 9.374961
H -0.656286 3.082297 7.848671
H -0.792057 2.219935 9.379127
H -4.430223 3.305913 6.171311
H -2.877941 2.890216 6.208084
C 4.908791 -0.161206 -1.724579
C 4.546908 -1.082034 -2.887210
C 5.178497 -2.490386 -2.781738
O 6.569849 -2.539119 -3.109173
C 7.433919 -2.132683 -2.059311
N 4.908892 -0.422452 -4.150437
H 5.921746 0.242477 -1.805088
H 4.228336 0.697764 -1.694349
H 4.823316 -0.684831 -0.766704
H 3.457800 -1.210686 -2.868341
H 4.681325 -3.136677 -3.515067
H 4.995525 -2.941373 -1.798892
H 7.050539 -2.415816 -1.074563
H 7.601604 -1.055242 -2.110674
H 8.401949 -2.621882 -2.208079
H 4.572042 -0.993279 -4.925646
H 5.928800 -0.473108 -4.238352

Forces on the atoms, in the same order (eV/Å):
1.700 -0.571 -2.031
0.142 0.100 5.812
4.365 -5.001 0.032
-6.572 6.288 0.061
-0.886 2.049 2.325
-2.939 -2.377 3.033
-0.650 -3.194 -2.546
0.336 -0.297 -3.829
2.053 -2.084 2.003
3.844 0.256 -0.141
-2.098 -4.502 -2.147
-3.007 3.936 2.113
2.522 1.107 -2.800
1.904 3.502 1.408
-0.947 -1.152 -0.596
0.449 1.283 0.507
-1.887 -1.210 1.810
-1.618 -2.597 -0.245
-1.087 -2.080 -0.543
2.041 0.458 -1.305
1.275 0.868 -3.511
-0.718 -1.329 2.503
-1.505 2.954 -0.274
1.789 1.043 -2.177
1.281 2.647 0.704
-0.273 -0.060 -0.150
0.314 -0.313 -0.140
-0.035 0.223 0.328
-0.257 0.347 -0.398
0.220 -0.206 0.316
0.388 0.062 0.120
0.063 0.152 -0.009
0.181 0.025 0.032
-0.037 -0.017 0.137
0.156 -0.013 0.081
0.051 -0.171 0.056
-0.064 -0.172 0.004
-0.083 0.028 0.059
-0.021 -0.093 -0.222
-0.103 0.169 -0.024
0.089 -0.055 -0.110
-0.270 0.161 -0.082
0.083 0.286 -0.169
0.388 -0.084 0.214
-0.243 -0.245 -0.142
-0.183 0.576 0.018
0.017 -0.417 -0.007
-0.136 -0.486 -0.023
-0.131 0.009 0.095
-0.022 -0.142 0.150
-0.030 -0.103 -0.099
0.000 -0.176 0.070
0.147 -0.095 -0.029
0.145 -0.003 -0.104
-0.036 0.006 -0.099
0.181 0.179 0.056
-0.164 0.127 -0.035
0.060 0.146 -0.011
-0.083 0.275 0.011
-0.156 0.181 0.227
0.526 0.024 -0.079
-0.007 0.016 -0.360
-0.542 -0.076 0.410
0.270 -0.020 -0.350
0.150 -0.331 -0.066
-0.117 -0.126 -0.051
0.123 -0.132 -0.082
0.042 0.037 -0.070
0.076 -0.134 -0.098
0.149 0.107 -0.009
0.106 0.103 0.111
-0.063 0.063 -0.030
0.011 0.030 0.246
-0.203 -0.007 -0.034
-0.143 0.106 0.074
-0.321 0.138 0.098

Record 2
C22H38MgO3P2S | wB97M-V/def2-TZVPD

## Properties
Relative energy (zero: lowest compared OMol25 entry of this formula, charge and spin) in kcal/mol: 0.0
Kohn-Sham gap (alpha / beta) in eV: 5.1 / 5.1
Lowest unoccupied orbital energy (alpha / beta) in eV: -0.249 / -0.249
E_HOMO (alpha / beta) in eV: -5.332 / -5.334

Atoms and positions in Å:
P -4.407220 -0.404221 -2.098313
P -1.292711 -1.368828 -3.694509
C -4.179220 -1.262728 -3.750201
C -2.961508 -2.193216 -3.804374
H -4.191352 -0.528220 -4.584030
H -5.109175 -1.875828 -3.836074
H -2.993404 -2.916269 -2.985383
H -3.024259 -2.746894 -4.748296
C -1.137729 -1.068932 -5.555509
H -0.090528 -0.861530 -5.810632
H -1.688001 -0.175522 -5.871068
H -1.485000 -1.882335 -6.225546
C -0.075284 -2.690755 -3.496928
H -0.002808 -3.327148 -4.384913
H -0.368349 -3.316955 -2.626253
H 0.902077 -2.191175 -3.304104
C -5.972104 0.500333 -2.532627
H -6.448475 0.958842 -1.646915
H -6.690184 -0.216014 -2.978232
H -5.809198 1.295640 -3.282012
C -4.921700 -1.788892 -1.086223
H -4.323836 -2.647772 -1.395867
H -5.969886 -1.983206 -1.315947
H -4.796654 -1.591100 -0.022316
Mg 0.539101 -2.007355 -0.764599
C -2.207785 1.231339 -3.831384
C -3.296032 1.821202 -4.340287
C -3.865816 3.077829 -3.682439
C -3.540743 3.305854 -2.174266
C -4.061956 2.327170 -1.238686
C -3.580307 0.965642 -0.934198
C -2.109637 0.612100 -1.115244
C -1.555427 1.253709 -2.425111
C -0.197593 -2.064224 1.108868
H -1.361042 1.066064 -4.545399
H -3.663843 1.464358 -5.359737
H -4.974534 3.111475 -3.780569
H -3.387662 3.916286 -4.231895
H -2.519157 3.690981 -1.898797
H -4.227712 4.155342 -1.997761
H -4.893631 2.691522 -0.635056
H -3.997741 0.725373 0.055213
H -1.943019 -0.477196 -1.094164
H -1.480747 0.991684 -0.287500
H -1.377600 2.323616 -2.242208
H -0.518320 0.873556 -2.449137
H 0.139345 -2.855132 1.808401
H -1.273093 -2.098458 0.894597
H 0.142786 -1.066412 1.404995
C 6.794501 0.923122 3.024716
C 5.630815 0.333459 2.259208
C 4.349881 0.900151 2.323948
C 3.263328 0.327936 1.660422
C 3.470822 -0.891497 0.968967
C 4.747556 -1.463504 0.888293
C 5.807987 -0.835310 1.501189
S 2.347962 -0.524928 -1.481471
O 2.497005 -1.408588 0.171171
O 0.928347 -0.082084 -1.155506
O 2.179729 -1.917023 -2.096403
H 7.021276 1.936010 2.665345
H 6.605514 1.001407 4.112863
H 7.703196 0.317253 2.908679
H 4.180193 1.808067 2.905494
H 2.285298 0.797136 1.649782
H 4.879139 -2.375478 0.295238
H 6.805097 -1.270396 1.432421

Forces on the atoms, in the same order (eV/Å):
-1.560 0.392 -1.926
-0.930 0.177 -1.487
-0.528 -0.373 -0.005
0.150 -0.226 -0.194
0.056 -0.506 0.760
0.578 0.221 -0.153
-0.143 -0.096 -0.008
0.113 -0.183 0.197
0.316 -0.040 -0.269
-0.062 -0.074 0.090
-0.010 -0.329 0.197
0.237 0.035 0.665
0.069 -0.599 -0.367
0.081 -0.236 0.276
0.209 0.021 -0.312
-1.023 -0.738 -0.538
-0.452 -0.568 -0.013
0.407 -0.229 -0.388
0.306 0.203 0.202
0.230 -0.410 0.515
-0.470 -0.443 -0.045
-0.102 -0.065 0.289
-0.053 -0.291 0.236
0.018 -0.041 -0.053
0.133 -0.558 0.163
2.387 0.438 0.222
-0.123 0.311 0.056
-0.170 -0.753 0.068
-0.615 1.824 -0.598
0.468 -2.902 2.150
0.376 3.674 0.361
0.073 1.138 -0.276
1.087 1.386 0.428
-0.620 -0.978 -0.003
-1.459 -0.939 0.411
0.820 1.198 0.960
0.685 0.315 -0.088
-0.553 -0.329 -0.070
-0.785 -0.311 -0.903
0.652 0.160 0.103
0.067 -0.478 -0.056
0.017 -0.608 -0.395
-0.238 0.043 -0.245
-0.372 0.127 -0.304
-0.132 -0.340 0.424
-0.738 0.064 -0.697
-0.395 0.563 -0.361
-0.072 0.109 0.878
-0.254 -0.177 0.135
0.158 0.236 0.169
-0.157 -0.320 0.113
-0.070 -0.097 -0.027
0.720 -1.028 -0.248
0.673 1.125 0.173
-0.635 -0.014 -0.214
0.362 0.290 0.680
-1.681 -2.586 1.853
0.621 1.174 -1.163
1.943 0.500 -1.159
0.830 2.076 0.110
-0.015 -0.182 0.102
-0.102 -0.075 -0.541
-0.276 0.134 -0.060
0.157 -0.177 -0.151
0.061 -0.109 0.062
-0.068 0.382 0.253
-0.197 0.087 0.019

Number 1: E_tot -42202.557 eV. Number 2: E_tot -64424.241 eV.